12
Properties=species:S:1:pos:R:3:forces:R:3 method="wB97M-V/def2-TZVPD" homo_ha=-0.30123 smiles=Nc1cc[nH]c1 relative_energy_kcal_mol=25.0 orbital_gap_ev=9.23 lumo_ev=1.04 mol_weight_da=82.11
N 0.10358 -1.55939 -1.31217 -0.2 -0.3 -0.1
C 0.00774 -0.44127 -0.44550 -0.1 0.0 0.0
C 0.68205 0.77496 -0.64877 0.0 -0.1 0.1
C 0.46087 1.60036 0.42351 0.0 -1.0 0.8
N -0.37102 0.83916 1.34192 0.3 0.3 -0.7
C -0.65578 -0.35687 0.74125 0.1 -0.2 -0.3
H -0.80533 -1.75593 -1.70860 0.0 -0.2 -0.2
H 0.38881 -2.36791 -0.77290 0.0 -0.1 -0.2
H 1.32488 0.92632 -1.50796 0.0 0.3 0.3
H 1.18961 2.40553 0.60011 -1.3 0.0 0.7
H -0.96520 1.01875 2.15832 1.1 1.0 -0.6
H -1.36021 -1.08371 1.13080 0.2 0.3 0.3